[1]
{"formula": "C5H14N2O", "method": "the ωB97M-V functional and the def2-TZVPD basis", "fmax_ev_per_a": 4.206, "lumo_energy_ev": 0.53, "de_lowest_kcal_mol": 81.8, "homo_energy_ev": -7.81, "smiles": "CCC/C(N)=C/N.O", "energy_ev": -10437.4801, "multiplicity": 1, "elements": ["C", "C", "C", "C", "N", "C", "N", "H", "H", "H", "H", "H", "H", "H", "H", "H", "H", "H", "H", "O", "H", "H"], "coordinates": [[-2.374, -0.727, 0.158], [-1.890, -0.250, 1.481], [-0.341, -0.516, 1.661], [0.551, 0.288, 0.720], [1.073, -0.411, -0.379], [0.878, 1.533, 1.065], [1.802, 2.275, 0.325], [-3.344, -1.075, 0.425], [-1.764, -1.544, -0.337], [-2.597, 0.113, -0.607], [-2.376, -0.833, 2.237], [-2.049, 0.802, 1.817], [-0.076, 0.071, 2.646], [-0.125, -1.557, 1.535], [1.772, -1.266, -0.164], [0.347, -0.851, -0.831], [0.642, 1.906, 2.090], [2.239, 1.701, -0.509], [1.613, 3.248, 0.035], [2.236, -0.985, -4.854], [1.360, -0.538, -4.498], [2.423, -1.385, -4.019]], "mulliken_charge": [-1.01, -0.26, -1.14, 0.60, -0.61, -0.45, -0.53, 0.37, 0.25, 0.20, 0.33, 0.30, 0.23, 0.43, 0.27, 0.29, 0.25, 0.26, 0.21, -0.64, 0.33, 0.31]}



[2]
{"formula": "C4H12OS", "method": "the ωB97M-V functional and the def2-TZVPD basis", "fmax_ev_per_a": 1.093, "total_charge": 1, "s2": 0.75, "lumo_energy_ev": [-4.39, -9.41], "de_lowest_kcal_mol": 41.3, "homo_energy_ev": [-12.93, -12.93], "energy_ev": -17215.1356, "multiplicity": 2, "elements": ["C", "C", "S", "H", "H", "H", "H", "H", "H", "C", "O", "C", "H", "H", "H", "H", "H", "H"], "coordinates": [[0.105, 0.906, -3.002], [-0.900, 0.611, -1.880], [-2.198, -0.468, -2.593], [0.253, 1.979, -3.134], [-0.228, 0.514, -3.960], [1.090, 0.517, -2.762], [-0.368, 0.164, -1.031], [-1.493, 1.384, -1.376], [-2.691, -1.024, -1.471], [0.845, -0.011, 2.766], [2.022, 0.354, 2.064], [0.190, -1.315, 2.271], [1.183, -0.117, 3.797], [0.129, 0.828, 2.746], [1.826, 0.507, 1.143], [0.715, -1.584, 1.352], [0.385, -2.055, 3.039], [-0.865, -1.191, 2.033]], "mulliken_charge": [-1.11, -0.08, 0.25, 0.30, 0.42, 0.33, 0.14, 0.46, 0.29, -0.27, -0.50, -0.75, 0.28, 0.23, 0.26, 0.22, 0.30, 0.22]}



[3]
{"formula": "C5H8O", "method": "the ωB97M-V functional and the def2-TZVPD basis", "fmax_ev_per_a": 3.677, "lumo_energy_ev": [0.71, 0.70], "de_lowest_kcal_mol": 120.8, "homo_energy_ev": [-7.83, -7.83], "energy_ev": -7357.0175, "multiplicity": 1, "elements": ["C", "C", "C", "C", "C", "O", "H", "H", "H", "H", "H", "H", "H", "H"], "coordinates": [[1.032, 1.114, 2.059], [-0.937, -0.802, 0.692], [0.350, -1.385, 0.182], [0.064, 0.090, 0.142], [0.098, 0.960, -1.106], [1.479, 0.304, 2.829], [0.974, 2.272, 1.970], [-1.719, -1.159, 0.018], [-1.306, -0.860, 1.791], [1.150, -1.669, 0.937], [0.606, -2.026, -0.763], [1.123, 1.250, -1.278], [-0.703, 1.837, -0.910], [-0.300, 0.200, -1.821]], "mulliken_charge": [0.18, -0.65, -0.45, 0.40, -1.08, -0.40, 0.26, 0.27, 0.20, 0.18, 0.25, 0.31, 0.23, 0.30]}



[4]
{"formula": "C18H23ClN2O2", "method": "the ωB97M-V functional and the def2-TZVPD basis", "fmax_ev_per_a": 0.540, "lumo_energy_ev": 0.72, "de_lowest_kcal_mol": 5.8, "homo_energy_ev": -9.02, "smiles": "O=C(NCCc1ccc(Cl)cc1)[C@@H]1CC(=O)N(C2CCCC2)C1", "energy_ev": -38638.7527, "multiplicity": 1, "elements": ["O", "C", "N", "C", "C", "C", "C", "C", "C", "Cl", "C", "C", "C", "C", "C", "O", "N", "C", "C", "C", "C", "C", "C", "H", "H", "H", "H", "H", "H", "H", "H", "H", "H", "H", "H", "H", "H", "H", "H", "H", "H", "H", "H", "H", "H", "H"], "coordinates": [[0.959, 3.750, -0.040], [0.551, 2.726, -0.551], [-0.499, 2.038, -0.071], [-1.216, 2.448, 1.116], [-1.709, 1.219, 1.888], [-2.800, 0.525, 1.119], [-2.522, -0.536, 0.267], [-3.522, -1.127, -0.486], [-4.819, -0.655, -0.382], [-6.078, -1.386, -1.316], [-5.121, 0.398, 0.467], [-4.110, 0.982, 1.208], [1.283, 2.107, -1.748], [0.534, 1.003, -2.484], [0.823, -0.232, -1.634], [0.147, -1.238, -1.579], [1.958, 0.013, -0.949], [2.612, -0.913, -0.052], [2.966, -2.263, -0.688], [3.198, -3.197, 0.507], [2.523, -2.522, 1.719], [1.756, -1.332, 1.147], [2.492, 1.336, -1.189], [-0.839, 1.205, -0.525], [-2.071, 3.078, 0.841], [-0.528, 3.048, 1.718], [-0.871, 0.541, 2.055], [-2.089, 1.549, 2.856], [-1.517, -0.923, 0.178], [-3.287, -1.945, -1.149], [-6.136, 0.756, 0.545], [-4.345, 1.804, 1.868], [1.600, 2.928, -2.393], [-0.532, 1.178, -2.623], [0.974, 0.839, -3.471], [3.523, -0.422, 0.303], [2.112, -2.600, -1.275], [3.834, -2.196, -1.343], [4.264, -3.329, 0.692], [2.773, -4.180, 0.314], [1.865, -3.206, 2.251], [3.279, -2.171, 2.423], [1.624, -0.526, 1.870], [0.780, -1.651, 0.782], [2.870, 1.782, -0.266], [3.311, 1.296, -1.920]], "mulliken_charge": [-0.70, 0.26, 0.14, -0.70, -0.81, 0.07, 0.56, -1.03, 0.36, -0.22, -0.71, -0.45, 0.29, -1.13, 0.39, -0.69, 0.33, -0.47, -0.85, -0.63, -0.81, -0.12, -0.88, -0.03, 0.30, 0.49, 0.03, 0.48, 0.29, 0.48, 0.42, 0.42, 0.55, 0.36, 0.40, 0.49, 0.32, 0.39, 0.28, 0.34, 0.40, 0.32, 0.34, -0.08, 0.48, 0.33]}



[5]
{"formula": "C20H15AuF5N2O4S", "method": "the ωB97M-V functional and the def2-TZVPD basis", "fmax_ev_per_a": 1.250, "total_charge": -1, "lumo_energy_ev": 2.39, "homo_energy_ev": -4.63, "energy_ev": -60269.6220, "multiplicity": 1, "elements": ["Au", "F", "C", "C", "F", "C", "F", "C", "S", "C", "F", "C", "F", "N", "C", "N", "C", "C", "C", "C", "C", "H", "H", "H", "H", "H", "H", "H", "H", "H", "H", "O", "C", "O", "C", "C", "C", "C", "O", "C", "O", "C", "C", "H", "H", "H", "H", "H"], "coordinates": [[-2.423, 0.280, 0.762], [-7.870, -3.808, 2.816], [-6.675, -3.189, 2.739], [-6.322, -2.486, 1.595], [-7.171, -2.459, 0.552], [-5.110, -1.820, 1.523], [-4.838, -1.179, 0.372], [-4.194, -1.804, 2.593], [-2.708, -0.955, 2.681], [-4.571, -2.574, 3.714], [-3.738, -2.663, 4.764], [-5.773, -3.245, 3.796], [-6.091, -3.955, 4.895], [-0.193, 1.412, 1.772], [0.848, 1.784, 1.462], [2.022, 2.240, 1.096], [3.115, 1.323, 0.837], [4.047, 1.914, -0.220], [4.485, 3.323, 0.175], [3.246, 4.184, 0.392], [2.428, 3.566, 1.520], [2.704, 0.377, 0.480], [3.679, 1.140, 1.768], [3.513, 1.962, -1.170], [4.915, 1.265, -0.349], [5.115, 3.750, -0.605], [5.072, 3.290, 1.097], [2.638, 4.182, -0.515], [3.514, 5.217, 0.623], [1.541, 4.161, 1.738], [3.045, 3.496, 2.431], [-1.896, 1.453, -3.297], [-1.649, 0.889, -2.237], [-2.199, 1.179, -1.134], [-0.552, -0.192, -2.272], [-0.251, -0.998, -1.186], [0.790, -1.919, -1.208], [1.525, -1.995, -2.363], [2.619, -2.789, -2.642], [2.943, -2.523, -3.985], [2.122, -1.499, -4.485], [1.222, -1.209, -3.472], [0.188, -0.311, -3.456], [-0.852, -0.905, -0.289], [1.011, -2.542, -0.359], [2.798, -3.440, -4.584], [4.001, -2.218, -4.052], [-0.068, 0.290, -4.313]], "mulliken_charge": [0.43, -0.32, 0.58, -0.26, -0.31, 0.56, -0.23, 0.17, -0.51, 0.13, -0.33, 0.15, -0.31, -0.45, 0.27, 0.20, -0.71, -0.58, -0.66, -0.62, -0.79, 0.38, 0.29, 0.32, 0.32, 0.31, 0.31, 0.30, 0.35, 0.44, 0.33, -0.73, 0.66, -0.71, 0.18, -0.41, -1.56, 1.23, -0.50, -0.25, -0.49, 1.12, -1.24, 0.49, 0.45, 0.24, 0.23, 0.50]}



[6]
{"formula": "C20H40NO4PtS2SeSi", "method": "the ωB97M-V functional and the def2-TZVPD basis", "fmax_ev_per_a": 3.199, "total_charge": -1, "s2": 2.01, "lumo_energy_ev": [2.54, 2.28], "de_lowest_kcal_mol": 47.0, "homo_energy_ev": [-1.99, -4.52], "energy_ev": -129213.1445, "multiplicity": 3, "elements": ["Pt", "C", "C", "C", "C", "O", "Si", "S", "O", "C", "C", "C", "C", "O", "C", "C", "C", "C", "H", "H", "H", "H", "H", "H", "H", "H", "H", "H", "H", "H", "H", "H", "H", "H", "H", "H", "H", "H", "H", "H", "H", "H", "H", "H", "H", "C", "H", "H", "H", "Se", "C", "C", "C", "N", "C", "C", "H", "H", "H", "H", "C", "S", "C", "O", "H", "H", "H", "H", "H", "H"], "coordinates": [[-1.015, 0.525, -1.065], [1.193, -1.519, -3.540], [1.008, -2.456, -2.347], [-0.359, -3.077, -2.340], [2.088, -3.549, -2.308], [1.211, -1.667, -1.159], [1.963, -0.429, -0.453], [0.730, 1.204, 0.226], [3.138, 0.117, -1.489], [4.414, 0.795, -1.095], [5.048, 1.288, -2.438], [5.304, -0.266, -0.526], [4.105, 1.937, -0.164], [2.588, -0.993, 0.884], [2.169, -1.259, 2.197], [3.205, -2.393, 2.660], [2.598, -0.048, 3.039], [0.707, -1.620, 2.183], [1.230, -2.086, -4.459], [2.120, -0.901, -3.456], [0.304, -0.815, -3.655], [-0.408, -3.597, -3.323], [-1.125, -2.332, -2.244], [-0.460, -3.891, -1.646], [2.125, -3.959, -3.352], [1.907, -4.302, -1.545], [3.051, -3.071, -2.073], [5.557, 0.476, -3.040], [5.726, 2.122, -2.199], [4.276, 1.695, -3.099], [5.623, -0.857, -1.325], [4.838, -0.928, 0.194], [6.185, 0.318, -0.137], [3.433, 2.679, -0.571], [5.110, 2.402, 0.056], [3.774, 1.569, 0.796], [4.223, -2.031, 2.779], [3.261, -3.253, 1.968], [2.799, -2.708, 3.589], [3.617, 0.211, 2.781], [2.533, -0.374, 4.033], [1.913, 0.791, 2.927], [0.452, -2.345, 1.390], [0.225, -0.648, 2.076], [0.366, -2.028, 3.148], [-2.273, -0.511, 0.162], [-3.254, -0.669, -0.374], [-2.430, 0.124, 1.047], [-1.793, -1.444, 0.428], [-2.266, 0.411, -3.074], [-3.989, 0.964, -2.473], [-4.077, 2.144, -1.696], [-5.283, 2.543, -1.147], [-6.384, 1.807, -1.259], [-6.368, 0.791, -2.144], [-5.229, 0.407, -2.858], [-3.149, 2.765, -1.614], [-5.311, 3.302, -0.367], [-7.260, 0.194, -2.253], [-5.340, -0.371, -3.647], [-5.453, 1.805, 4.697], [-4.788, 2.389, 3.090], [-4.509, 4.185, 3.405], [-3.420, 1.782, 2.822], [-6.325, 1.223, 4.441], [-5.709, 2.573, 5.382], [-4.640, 1.208, 5.240], [-5.354, 4.702, 3.008], [-3.605, 4.527, 2.849], [-4.542, 4.422, 4.457]], "mulliken_charge": [1.10, -0.80, 1.72, -1.52, -1.64, 0.13, -0.41, -0.79, -0.45, 1.91, -1.75, -1.56, -1.52, 0.37, 1.54, -1.85, -1.72, -1.20, 0.55, 0.03, -0.11, 0.40, 0.13, 0.37, 0.41, 0.36, 0.22, 0.34, 0.39, 0.39, 0.46, 0.11, 0.35, 0.29, 0.48, 0.21, 0.38, 0.33, 0.54, 0.33, 0.57, 0.29, 0.06, 0.31, 0.52, -1.38, 0.35, 0.19, 0.31, -0.45, 0.17, -0.10, -0.33, -0.66, -0.21, -0.36, 0.27, 0.35, 0.34, 0.29, -0.96, 0.57, -0.99, -0.57, 0.32, 0.34, 0.26, 0.36, 0.30, 0.36]}